Record 1
{
  "formula": "CHN4",
  "method": "the ωB97M-V functional and the def2-TZVPD basis",
  "species": ["C", "N", "N", "N", "N", "H"],
  "positions_angstrom": [[-0.1985, 0.6597, -0.7296], [-0.2198, -1.5460, -0.2795], [0.2170, 0.9205, 0.4162], [0.1823, -1.2646, 0.8183], [0.4469, -0.0952, 1.3122], [-0.4279, 1.3255, -1.5375]],
  "atomic_forces_ev_per_a": [[0.10, -2.88, 0.97], [-0.02, 2.15, -0.55], [-0.34, 0.73, -1.17], [-0.47, -1.14, -1.13], [0.76, 0.82, 2.04], [-0.02, 0.32, -0.15]],
  "total_energy_ha": -257.6266,
  "spin_multiplicity": 1,
  "e_above_lowest_kcal_mol": 99.9,
  "charge": -1,
  "orbital_gap_ha": 0.29247
}

Record 2
{
  "formula": "CHN4OS",
  "method": "the ωB97M-V functional and the def2-TZVPD basis",
  "species": ["O", "N", "N", "N", "N", "C", "S", "H"],
  "positions_angstrom": [[1.3126, 1.1974, 0.0146], [0.3670, 0.1856, 0.0063], [0.7730, -1.0913, 0.0051], [-0.2918, -1.7994, -0.0036], [-1.3817, -1.0568, -0.0077], [-1.0106, 0.2298, -0.0022], [-1.9208, 1.6188, -0.0059], [2.1524, 0.7160, -0.0066]],
  "atomic_forces_ev_per_a": [[-0.63, -0.12, 0.00], [-0.61, -0.84, -0.01], [0.97, 0.29, 0.01], [0.48, -0.73, 0.00], [-0.54, 0.29, 0.00], [1.22, 0.26, 0.00], [-0.71, 1.07, 0.00], [-0.18, -0.22, 0.00]],
  "total_energy_ha": -731.1318,
  "spin_multiplicity": 1,
  "e_above_lowest_kcal_mol": 4.0,
  "charge": -1,
  "orbital_gap_ha": 0.25874
}

Record 3
{
  "formula": "CHN4S2",
  "method": "the ωB97M-V functional and the def2-TZVPD basis",
  "species": ["C", "N", "N", "N", "N", "S", "S", "H"],
  "positions_angstrom": [[-1.0989, -0.0442, 0.0283], [-0.8937, -1.3349, 0.0597], [0.4035, -1.5181, 0.0477], [0.0408, 0.6573, -0.0117], [0.9985, -0.3492, 0.0001], [0.3506, 2.2717, -0.0533], [2.6077, -0.0993, -0.0509], [-2.4085, 0.4168, -0.0198]],
  "atomic_forces_ev_per_a": [[-5.61, 1.45, -0.21], [-0.21, 0.09, 0.00], [-0.64, -5.29, 0.19], [-1.74, 1.04, -0.04], [3.21, 2.56, -0.08], [0.14, 1.66, -0.04], [-0.18, -0.27, -0.01], [5.02, -1.24, 0.19]],
  "total_energy_ha": -1053.9468,
  "spin_multiplicity": 3,
  "s2": 2.0216,
  "e_above_lowest_kcal_mol": 51.7,
  "charge": -1,
  "orbital_gap_ha": [0.17067, 0.17779]
}

Record 4
{
  "formula": "CHNO",
  "method": "the ωB97M-V functional and the def2-TZVPD basis",
  "species": ["N", "C", "O", "H"],
  "positions_angstrom": [[-0.6681, 0.0566, 0.0173], [0.5047, -0.1538, 0.0181], [1.6373, -0.3653, -0.0027], [-1.4739, 0.4625, -0.0327]],
  "atomic_forces_ev_per_a": [[6.22, -3.39, 0.48], [-2.63, 1.07, -0.24], [1.58, -0.51, 0.10], [-5.16, 2.83, -0.34]],
  "total_energy_ha": -168.6925,
  "spin_multiplicity": 1,
  "e_above_lowest_kcal_mol": 8.5,
  "charge": 0,
  "orbital_gap_ha": 0.44312
}